265
Properties=species:S:1:pos:R:3:forces:R:3:mulliken_charge:R:1 method="wB97M-V/def2-TZVPD" e_homo_ev=-8.919 energy_ha=-4510.477625 orbital_gap_ev=9.05 total_charge=0 relative_energy_kcal_mol=139.8
C 6.93032 -13.11131 16.50294 -0.0001 -0.2111 -0.5195 -1.57
C 6.32048 -12.90649 17.89163 0.0857 -0.7149 -1.3689 0.62
C 5.50715 -14.16749 18.33630 0.7419 1.0579 0.4559 -0.71
O 5.07816 -13.82005 19.64791 -0.4901 -0.0441 -0.7534 -0.33
C 4.51845 -14.87539 20.35567 -0.0527 -0.0367 1.5079 -0.79
N 7.37741 -12.63338 18.84441 -0.0517 -0.4571 0.7745 -0.68
H 6.16181 -13.06352 15.73144 -0.0879 -0.1793 -0.0256 0.38
H 7.46161 -14.05724 16.39779 -0.2560 -0.4016 0.2251 0.32
H 7.70286 -12.40919 16.18943 -0.2011 0.5505 0.5311 0.39
H 5.68427 -12.02329 17.83429 -0.2648 -0.1090 0.2292 0.32
H 6.20221 -15.00643 18.37068 0.3521 -0.2261 0.1642 0.29
H 4.67597 -14.52943 17.73112 -0.2632 0.5433 -0.3035 0.48
H 3.80930 -15.50944 19.82351 0.1532 -0.0006 -0.4014 0.31
H 3.98914 -14.45910 21.21278 -0.2601 0.2363 -0.1155 0.26
H 5.30311 -15.45487 20.84209 0.1876 -0.5982 -0.3449 0.30
H 7.98688 -13.43865 18.85781 0.8327 -0.2211 -0.7149 0.11
H 6.95046 -12.83711 19.73677 -0.3500 0.8212 0.6629 0.33
C 19.97783 -3.58887 13.33114 0.4623 1.3205 0.7768 -1.37
C 18.92415 -3.25299 14.47993 -0.0783 -0.3955 -2.7494 0.49
C 17.65081 -2.46494 13.90687 1.5696 0.9340 -0.3273 -0.68
O 17.99934 -1.03071 13.64728 -0.9210 -1.2078 1.4501 -0.33
C 16.82342 -0.26746 13.37667 0.2462 -0.2476 -0.9229 -0.70
N 18.52134 -4.55452 14.94960 -1.1457 -0.5063 0.0601 -0.66
H 19.76157 -4.32956 12.56126 -0.9739 -0.0817 0.4040 0.36
H 20.89876 -3.95043 13.78859 0.0653 -0.0654 0.2852 0.37
H 20.29119 -2.69941 12.78454 -0.1484 0.2713 0.1044 0.33
H 19.39060 -2.74612 15.32468 0.0982 0.9188 -0.4963 0.25
H 16.79488 -2.63778 14.55926 0.0123 0.6829 0.6263 0.35
H 17.26861 -2.80136 12.94311 0.5299 -0.6891 -0.1851 0.34
H 16.46246 -0.55105 12.38804 -0.4723 -0.3415 -0.0975 0.27
H 17.01704 0.79648 13.24012 0.6668 -0.0411 0.4713 0.28
H 16.01840 -0.36235 14.10540 0.1089 -0.2724 0.2293 0.27
H 19.30708 -5.03961 15.35875 -0.0129 -0.0580 0.0722 0.22
H 17.79568 -4.45416 15.64491 -0.0253 -0.2475 0.3119 0.19
C 10.64773 -14.32846 8.81490 0.0464 -0.4615 0.1112 -1.48
C 9.67486 -13.16059 8.69632 -0.2697 -0.8171 -0.1444 0.70
C 8.49111 -13.35799 9.67677 0.4932 -1.6468 -0.0786 -0.70
O 7.89314 -14.64557 9.42987 -0.0686 0.2418 0.3475 -0.35
C 6.86285 -14.63408 8.43964 1.8209 0.7312 0.5195 -0.62
N 10.38312 -11.91867 8.86079 -0.2844 0.7065 0.6188 -0.75
H 10.23678 -15.30782 8.56981 -0.3353 0.2330 -0.4179 0.33
H 10.96991 -14.50351 9.84138 0.2633 0.4987 0.2117 0.34
H 11.50891 -14.13600 8.17502 0.0567 -0.0216 0.1234 0.38
H 9.36096 -13.11466 7.65350 -0.5513 -0.3126 -0.0505 0.21
H 7.75809 -12.55907 9.78857 -0.1795 0.2302 -0.6559 0.39
H 8.89481 -13.48620 10.68111 0.3355 0.1757 0.1099 0.31
H 7.28648 -14.08173 7.60087 -0.5176 0.1482 -0.4491 0.26
H 6.04614 -14.07821 8.90018 -0.6907 -0.4885 -0.5704 0.27
H 6.74679 -15.66912 8.11819 -0.6989 0.1755 0.2781 0.23
H 9.66407 -11.21734 8.75495 0.0511 0.6718 -0.3468 0.23
H 10.60504 -11.81680 9.84083 0.5586 -0.0193 0.4147 0.25
C 21.63802 -10.31139 15.97471 -0.5488 1.1808 -0.1257 -1.42
C 23.00320 -9.61200 16.11582 -1.1405 -0.6903 0.9973 0.50
C 23.14347 -9.01441 17.51837 -0.1719 1.6933 -0.8167 -0.78
O 22.57563 -7.69834 17.42750 -0.4251 -0.1276 0.7764 -0.25
C 22.45240 -7.00186 18.66541 -0.2797 -0.8267 -0.1047 -0.75
N 24.03995 -10.54055 15.90467 1.7952 -1.1311 -0.5801 -0.74
H 21.00632 -9.45045 15.75599 -0.8718 -0.4893 -0.2119 0.36
H 21.22168 -10.82824 16.83936 0.3976 0.1882 0.4228 0.29
H 21.61602 -11.06408 15.18663 0.0821 0.3744 -0.3887 0.40
H 23.04881 -8.85514 15.33277 0.1769 0.2873 0.2982 0.28
H 24.16917 -8.82420 17.83437 0.3192 -0.6793 -0.1175 0.43
H 22.62525 -9.66725 18.22077 -0.1010 0.1093 0.3448 0.33
H 21.67495 -7.41444 19.30841 -0.8745 0.0168 -0.3859 0.28
H 22.24459 -5.96504 18.40098 0.2003 -0.0845 0.3674 0.23
H 23.27531 -7.15621 19.36333 0.9431 0.4843 -0.5262 0.31
H 23.96803 -11.29734 16.56964 0.1023 -0.1343 0.3442 0.25
H 23.83368 -10.98972 15.02387 0.3762 -0.1636 -0.3025 0.28
C 16.25295 -3.51403 20.33458 -0.8698 0.4033 0.3316 -1.27
C 14.77731 -3.63498 19.92542 -0.3392 0.1130 0.3905 0.54
C 14.18711 -2.33762 19.25052 1.5884 0.2546 1.8782 -0.65
O 14.11640 -1.32690 20.33538 0.4491 -2.3101 -1.0615 -0.28
C 13.27486 -0.25322 20.15516 -0.4331 0.7874 -0.5778 -0.74
N 14.69279 -4.72603 18.99540 -0.5918 -0.6935 -1.9014 -0.63
H 16.40549 -2.65439 20.98715 0.1142 0.3057 -0.3862 0.30
H 16.81705 -3.48994 19.40221 0.3440 0.1487 0.2714 0.28
H 16.54784 -4.35403 20.96350 0.0015 -0.3276 -0.3415 0.36
H 14.16738 -3.90752 20.78670 -0.1078 0.6652 0.4594 0.26
H 13.26789 -2.51176 18.69122 -0.4377 0.0407 0.5068 0.39
H 14.92934 -2.00350 18.52556 0.0572 0.2015 -0.1784 0.25
H 13.38234 0.37872 21.03675 -0.2422 -0.0409 -0.0130 0.24
H 12.23549 -0.53072 19.97966 -0.3137 -0.2414 0.3864 0.28
H 13.51768 0.35170 19.28154 0.4128 0.1948 -0.2275 0.30
H 14.79371 -5.66986 19.34051 0.6034 0.1602 0.6840 0.20
H 13.77250 -4.78188 18.58304 -0.2315 0.3116 -0.2510 0.18
C 15.16762 -20.63881 14.03823 0.1594 0.4194 -0.2254 -1.37
C 15.76208 -20.10056 12.71418 -1.9954 1.0118 -0.0807 0.53
C 14.82617 -19.02782 11.99711 0.5033 -1.5498 -0.8149 -0.71
O 13.66024 -19.60616 11.38710 -0.2017 -0.4209 0.6408 -0.36
C 13.96103 -20.55857 10.36752 0.4746 0.2922 0.5627 -0.77
N 17.01466 -19.50243 13.09341 1.2048 -0.0589 0.2250 -0.68
H 15.18127 -19.86657 14.80736 0.0275 0.3552 -0.1940 0.31
H 15.86451 -21.38522 14.41943 -0.2965 -0.4362 -0.0175 0.37
H 14.13794 -20.99448 14.00152 0.1897 -0.2993 -0.3474 0.31
H 15.95121 -20.92856 12.03099 -0.4109 -0.1459 -0.2126 0.29
H 15.30723 -18.60793 11.11373 0.9596 0.3022 0.2457 0.37
H 14.55730 -18.19719 12.64970 -0.2790 -0.3306 0.1597 0.34
H 14.92714 -20.32794 9.91859 -0.0401 0.4533 -0.5793 0.36
H 13.14683 -20.57144 9.64293 0.1447 0.0960 0.0711 0.25
H 14.14875 -21.56536 10.74066 -0.5025 -0.1924 0.3811 0.27
H 17.51977 -20.30873 13.43229 0.4239 -0.0038 0.8664 0.27
H 17.61857 -19.28733 12.31294 -0.3418 0.5324 -0.6591 0.24
C 7.65551 -6.78684 17.39273 0.3002 -0.3598 1.0406 -1.34
C 9.05330 -6.79492 18.05518 0.2568 2.5929 -0.5159 0.36
C 9.09566 -6.17100 19.52784 -0.3455 -2.3819 0.2067 -0.62
O 8.44858 -4.97398 19.61805 -0.1202 1.7545 -1.0031 -0.23
C 8.38100 -4.30568 20.86815 -0.4137 -0.0052 -1.0175 -0.76
N 9.80201 -8.01768 17.79110 -1.0352 0.0706 0.7667 -0.59
H 7.01244 -7.43265 17.99065 -0.4502 -0.0455 -0.2423 0.35
H 7.67233 -7.11158 16.35237 0.2795 -0.2678 0.1549 0.36
H 7.25940 -5.77139 17.38457 -0.0388 -0.0665 0.2969 0.31
H 9.51968 -6.00362 17.46830 0.6572 0.1508 0.0078 0.18
H 10.11449 -6.11936 19.91179 0.5601 0.1327 -0.3546 0.32
H 8.58417 -6.78946 20.26540 -0.0845 -1.0848 -0.0199 0.32
H 9.31339 -4.22540 21.42700 0.3083 -0.1481 -0.2361 0.30
H 7.62721 -4.76966 21.50426 -0.1082 -0.0115 0.1420 0.30
H 8.06036 -3.32602 20.51382 -0.0719 0.1943 0.7957 0.22
H 10.67485 -8.04345 18.29862 0.2668 0.2152 0.0508 0.24
H 9.23486 -8.73116 18.22628 0.0604 -0.7553 -0.0952 0.27
C 21.91867 -14.64583 7.49625 0.8353 0.9483 -1.7630 -1.08
C 23.15518 -14.19614 6.58042 -2.7984 -1.5167 -1.0051 0.25
C 22.73683 -13.38772 5.25790 0.0049 0.0907 1.6594 -0.72
O 21.80747 -14.06667 4.42312 0.9259 -0.0717 -0.3367 -0.25
C 21.40651 -13.38171 3.24452 -0.2092 0.7481 -0.0898 -0.87
N 24.10103 -13.50080 7.37132 0.8095 0.8904 -0.0018 -0.69
H 22.27526 -15.35967 8.23879 -0.1198 0.3825 0.1687 0.32
H 21.13178 -15.10102 6.89482 0.1576 -0.2113 -0.1383 0.23
H 21.46996 -13.72988 7.88072 0.1017 -0.1048 0.6226 0.23
H 23.59912 -15.14233 6.27103 0.1574 0.0222 -0.2861 0.36
H 23.66336 -12.99512 4.83898 0.4801 -0.9649 -1.1041 0.38
H 22.37547 -12.40573 5.56324 -1.0502 0.1476 0.5077 0.37
H 22.15734 -12.75479 2.76354 0.6012 0.0278 0.4369 0.37
H 20.56903 -12.71597 3.45314 -0.1657 0.0927 0.2173 0.32
H 21.08258 -14.01778 2.42077 0.0023 -0.7373 0.5464 0.26
H 24.98042 -13.49016 6.87466 0.4114 -0.1474 0.0708 0.29
H 23.84557 -12.52365 7.37495 -0.1871 0.4007 0.5104 0.25
C 7.29542 -1.07821 13.50575 0.7584 -0.4230 -1.9427 -1.54
C 8.35670 -1.25650 14.56221 -0.2643 0.7575 -0.5560 0.77
C 9.68433 -0.42375 14.23761 -1.7848 1.3357 -0.2249 -0.79
O 10.37132 -0.73203 13.04384 0.9472 -3.0633 0.8103 -0.32
C 11.08406 -2.04038 13.16905 -0.5165 1.7486 -0.5189 -0.61
N 7.62769 -0.81523 15.75808 1.5065 0.0049 1.4893 -0.76
H 7.70705 -1.15617 12.49948 0.2340 -0.2742 -0.1502 0.38
H 6.88676 -0.06779 13.49352 -0.2451 -0.1012 0.5915 0.36
H 6.54188 -1.86364 13.56397 -0.2645 0.2716 0.2213 0.39
H 8.64899 -2.29664 14.70629 0.0512 -0.2585 -0.4569 0.21
H 10.28827 -0.30132 15.13670 0.5374 -0.6365 0.0678 0.33
H 9.45322 0.60463 13.95989 -0.8984 0.2349 0.6528 0.29
H 11.68906 -2.00143 14.07490 0.0410 -0.1559 0.0379 0.29
H 11.72539 -2.11028 12.29047 -0.0422 -0.0247 0.1047 0.25
H 10.40031 -2.88908 13.18612 -0.1080 0.1093 0.0647 0.23
H 6.69737 -1.19895 15.84390 -0.3277 0.0419 -0.8828 0.27
H 8.06228 -1.31255 16.52221 0.3871 0.4080 0.6928 0.25
C 16.86390 -18.88075 4.94055 -0.3585 -0.1617 0.4900 -1.58
C 17.37571 -17.48078 4.72300 0.3129 0.2429 0.5955 0.72
C 16.79748 -16.45530 5.72093 -1.2461 -0.9617 -0.6342 -0.85
O 17.41030 -15.21563 5.62047 0.3150 1.6066 0.7120 -0.24
C 16.75129 -14.23766 6.45404 -0.0948 -0.2368 -0.1863 -0.84
N 18.83556 -17.43782 4.81109 -0.1338 0.2447 -0.5572 -0.76
H 17.20481 -19.37771 5.84879 0.1420 0.2897 0.1669 0.37
H 17.17070 -19.51595 4.10959 -0.2027 -0.0050 -0.0792 0.37
H 15.77853 -18.79228 4.98785 -0.1784 -0.4602 -0.1661 0.36
H 17.02489 -17.29016 3.70877 -0.0610 0.8355 -0.1730 0.18
H 16.75582 -16.86215 6.73128 0.7124 -0.0513 0.4157 0.42
H 15.73972 -16.30968 5.50176 -0.4402 -0.1699 -0.3465 0.40
H 15.71211 -14.08527 6.16252 -0.2398 -0.3597 -0.2216 0.33
H 17.17573 -13.23475 6.40796 0.6694 -0.3641 -0.4230 0.27
H 16.74796 -14.52438 7.50565 0.1387 -0.3013 0.0858 0.33
H 19.07589 -16.46110 4.71966 0.2860 0.4433 0.4216 0.24
H 19.15855 -17.78269 3.91843 0.4066 -0.5695 -0.0782 0.28
C 8.03212 -6.24007 10.31875 -2.2350 -0.4396 0.5680 -1.29
C 6.84084 -6.81945 9.48921 1.9176 -0.4280 -0.0663 0.34
C 5.94383 -5.82965 8.82312 0.8483 1.9245 -0.2148 -0.70
O 4.92169 -6.42094 8.11139 -1.5112 -0.9775 0.6877 -0.28
C 4.02552 -5.53881 7.48145 0.2356 -0.0688 -0.9322 -0.77
N 7.55048 -7.65160 8.49874 -1.1118 -0.6111 0.0541 -0.71
H 8.78159 -5.81725 9.64971 -0.0609 0.2394 0.4102 0.29
H 8.41521 -7.05415 10.93407 0.4099 -0.1442 -0.5188 0.32
H 7.58241 -5.60414 11.08129 0.4990 0.9107 -0.1928 0.38
H 6.19572 -7.43477 10.11635 0.2067 -0.2873 0.1085 0.34
H 6.47929 -5.24412 8.07577 0.8385 0.2910 -0.0954 0.33
H 5.64826 -5.07102 9.54784 -0.7369 -0.0137 0.3432 0.34
H 3.44781 -4.82485 8.06849 0.1996 -0.2319 0.8438 0.30
H 3.31183 -6.15338 6.93276 0.0978 0.0115 -0.0003 0.25
H 4.58678 -4.93075 6.77197 0.0524 0.1434 -0.3365 0.33
H 7.87304 -7.01205 7.78669 0.3426 0.1235 -0.2248 0.24
H 6.81273 -8.16485 8.03787 0.0193 -0.4631 -0.4261 0.28
C 12.38366 -15.33969 16.63249 -1.4146 -0.0622 0.4100 -1.40
C 12.38371 -14.28124 17.78340 0.3963 -0.5455 -0.9818 0.35
C 12.00504 -14.82816 19.18314 -0.0092 0.7441 -0.9176 -0.72
O 10.66494 -15.27187 19.17772 -0.4584 -0.1117 -0.3244 -0.26
C 10.33089 -15.86344 20.39092 0.5213 -1.3704 1.2791 -0.93
N 13.75067 -13.74365 17.76410 0.6023 -0.3039 0.9794 -0.59
H 11.50256 -15.98085 16.60659 -0.2596 0.0716 0.1851 0.33
H 13.22282 -16.03159 16.70449 0.2350 0.1801 0.2315 0.42
H 12.41378 -14.87135 15.64869 0.1867 0.2368 0.0800 0.38
H 11.75045 -13.41262 17.60289 -0.4659 -0.3365 -0.2936 0.28
H 12.05207 -14.00137 19.89188 0.5648 0.0520 0.1952 0.32
H 12.63954 -15.66179 19.48412 0.3615 0.0197 0.0478 0.38
H 9.94759 -15.25680 21.21139 -0.4938 0.7988 -0.4901 0.34
H 11.19931 -16.29755 20.88639 0.6199 -0.0712 -0.1700 0.35
H 9.71230 -16.75565 20.29389 -0.5288 0.3387 -0.5518 0.32
H 14.30308 -14.58850 17.79833 0.7016 -0.1772 0.6705 0.22
H 14.01620 -13.47227 16.82819 -0.5411 0.6182 -0.3522 0.22
C 14.36531 -4.78328 7.88408 0.2000 0.7117 1.1893 -1.38
C 13.68608 -3.92638 6.82675 0.5609 0.3639 1.2154 0.47
C 14.23612 -2.44560 6.81480 -0.5710 -0.4695 0.1170 -0.61
O 13.76930 -1.73497 7.97729 0.2502 0.0865 0.0835 -0.24
C 13.79085 -0.31294 7.81593 -0.0595 -0.2790 -0.6715 -0.80
N 13.75082 -4.70616 5.57098 -0.0988 1.4637 0.3549 -0.73
H 15.45449 -4.79057 7.84233 0.0406 -0.3938 -0.7171 0.29
H 13.93173 -5.78174 7.94043 0.2409 -0.1135 -0.2661 0.37
H 14.22402 -4.36113 8.87903 -0.4274 0.2057 0.0938 0.34
H 12.66529 -3.78527 7.18196 -0.3899 -0.0245 -0.1566 0.18
H 13.82372 -1.90308 5.96410 0.1680 -0.1486 -0.4929 0.33
H 15.32582 -2.42316 6.80240 0.1428 -0.0203 -0.2114 0.32
H 13.48535 0.21184 8.72112 -0.1025 -0.5080 0.0908 0.26
H 13.13661 -0.02375 6.99347 -0.4855 -0.0055 -0.0079 0.33
H 14.74412 0.11452 7.50500 0.5670 -0.4082 0.2307 0.32
H 13.17503 -4.18410 4.92598 -0.0710 -0.1254 -0.6204 0.28
H 13.22192 -5.53895 5.78736 0.0314 -0.3430 -0.2122 0.28
C 14.42440 -8.66658 13.58039 0.5879 -0.1224 -0.7128 -1.37
C 13.89998 -9.60616 12.49318 1.3813 -0.4148 0.1597 0.42
C 15.01542 -10.63072 12.01400 -0.5237 1.3715 -0.5762 -0.82
O 15.46201 -11.41821 13.05042 0.3337 -0.9769 2.0323 -0.23
C 16.39887 -12.44628 12.77132 -0.5185 -0.3609 -0.7443 -0.83
N 12.76985 -10.32894 13.00811 -0.5585 -0.7507 -0.1566 -0.65
H 14.70634 -9.27730 14.43808 0.1215 0.1481 0.0701 0.31
H 13.68544 -7.92792 13.89090 -0.0992 -0.0517 -0.0809 0.39
H 15.29595 -8.14434 13.18570 0.1583 0.2075 0.3016 0.36
H 13.58134 -9.05874 11.60610 0.1842 0.1418 -0.1261 0.26
H 15.90339 -10.10801 11.65849 -0.1333 0.5598 -0.5168 0.41
H 14.59313 -11.20574 11.18991 -0.0975 -0.2975 -0.1302 0.38
H 16.92983 -12.81501 13.64894 -0.3569 0.5082 0.3334 0.25
H 17.16012 -12.19503 12.03276 0.0475 0.5753 -0.1007 0.30
H 15.86882 -13.30048 12.35001 -0.1250 -0.2254 -0.0862 0.32
H 13.14399 -11.07702 13.57423 -0.1377 -0.2532 0.2497 0.26
H 12.27665 -9.71306 13.63862 -0.2961 -0.0823 0.0899 0.25
C 17.43901 -9.71302 19.54116 0.3225 0.4198 -1.2341 -0.87
C 16.19039 -9.83564 20.34612 -0.1741 -1.2507 1.1408 -0.34
O 15.01761 -9.78137 19.58695 -0.6340 0.4048 -0.5768 -0.46
H 17.55576 -8.71748 19.11294 0.3754 0.2369 0.4162 0.26
H 17.33421 -10.31086 18.63579 -0.1907 -0.3920 -0.0089 0.26
H 18.33666 -10.10629 20.01829 -0.0178 0.4431 0.2930 0.32
H 16.04291 -9.15485 21.18450 0.4055 0.3985 -0.2285 0.28
H 16.22793 -10.82155 20.80945 0.0375 -0.2429 0.3561 0.28
H 14.94031 -10.61799 19.12253 -0.1655 -0.0514 -0.1835 0.26
C 18.56604 -15.45050 18.97554 0.7407 -0.1875 0.1002 -1.05
C 18.93415 -15.84926 17.50624 -1.6062 0.3449 2.1168 -0.13
O 17.66013 -16.26060 16.96158 1.0447 0.0736 -0.3924 -0.47
H 17.65885 -14.87145 19.14821 -0.1182 0.1101 -0.8701 0.26
H 19.34965 -14.86722 19.45911 0.2864 -0.0630 -0.0894 0.34
H 18.41291 -16.33776 19.58989 0.1433 -0.2005 -0.1434 0.29
H 19.63784 -16.68085 17.54370 0.0107 -0.0400 -0.1047 0.28
H 19.40989 -15.00856 17.00127 -0.2984 0.0190 -0.3856 0.21
H 17.85401 -16.95783 16.33081 -0.2580 -0.0472 -0.2610 0.25
C 21.10068 -8.93648 9.60384 -1.8431 -0.4283 0.3875 -0.91
C 22.39102 -8.95561 10.33443 -0.3934 -0.3677 -0.5993 -0.20
O 23.42234 -9.03943 9.38279 1.1296 0.1572 0.1833 -0.51
H 20.86096 -9.87609 9.10606 0.3817 -0.0311 -0.2246 0.21
H 20.96242 -8.12186 8.89296 0.2201 0.1130 0.0963 0.33
H 20.33700 -8.86110 10.37794 -0.4544 0.2983 -0.0669 0.30
H 22.42422 -9.86753 10.93060 0.2579 0.1341 0.1820 0.23
H 22.40217 -8.07977 10.98320 0.6321 0.0783 0.1416 0.25
H 23.51543 -8.17531 8.97508 0.0652 0.0292 -0.1103 0.30